Entry 1:
This record from the OMol25 dataset describes C33H22Cl60N2O4S as an isolated structure in a non-equilibrium geometry. The level of theory is ωB97M-V/def2-TZVPD.

Each line ends with the Mulliken charge.
Positions of all 122 atoms, in Å:
C  1.970  -2.808  6.751  -0.914
C  2.335  -2.363  5.184  0.088
O  3.779  -2.134  5.014  -0.416
C  4.194  -2.371  3.595  -0.225
C  3.282  -1.294  2.705  0.585
C  2.119  -1.780  1.615  -1.075
C  1.234  -0.644  0.764  0.768
C  0.107  -1.046  -0.355  -0.194
C  -1.272  -0.163  -0.312  -0.415
C  -1.794  0.248  1.186  -0.457
C  -2.116  -1.017  2.182  0.936
C  -2.945  -0.368  3.482  -0.693
O  -4.288  -0.942  3.658  -0.424
C  -5.280  -0.204  2.854  0.407
C  1.596  0.922  1.087  0.070
C  2.717  1.401  2.182  0.277
C  3.604  0.315  3.030  -0.749
C  2.665  3.039  2.176  0.056
O  3.586  3.962  2.501  -0.578
N  1.214  3.266  1.702  0.676
N  0.890  4.559  1.323  -0.374
C  -0.369  4.869  1.821  0.080
S  -1.909  5.384  2.419  -0.069
C  1.010  2.331  0.491  0.244
O  0.525  2.682  -0.702  -0.611
H  0.821  -2.541  6.884  0.255
H  2.212  -3.935  6.962  0.295
H  2.622  -2.081  7.428  0.244
H  1.667  -1.401  4.983  0.061
H  2.034  -3.221  4.423  0.191
H  4.052  -3.482  3.257  0.311
H  5.308  -2.063  3.411  0.111
H  1.968  -2.948  1.451  0.188
H  -0.172  -2.189  -0.165  0.089
H  0.597  -1.015  -1.425  0.073
H  -1.213  0.768  -1.057  0.236
H  -2.124  -0.858  -0.778  0.311
H  -1.108  0.997  1.767  0.065
H  -2.833  0.816  1.031  0.179
H  -1.133  -1.494  2.658  0.245
H  -2.825  -1.828  1.703  -0.651
H  -2.284  -0.402  4.468  0.250
H  -3.105  0.794  3.261  0.305
H  -4.854  0.186  1.820  0.051
H  -6.131  -0.983  2.580  0.220
H  -5.762  0.717  3.393  -0.311
H  4.413  0.681  3.792  0.451
C  -0.031  -1.928  -4.608  0.306
Cl  0.622  -1.610  -6.235  -0.118
Cl  -1.706  -2.520  -4.745  -0.100
Cl  0.969  -3.158  -3.796  -0.112
Cl  -0.010  -0.422  -3.655  -0.023
C  3.269  6.628  -0.771  0.246
Cl  4.353  7.165  -2.080  -0.061
Cl  2.477  5.103  -1.244  -0.018
Cl  4.216  6.370  0.716  -0.071
Cl  2.030  7.874  -0.477  -0.115
C  -7.831  -0.830  -0.671  0.150
Cl  -8.308  0.159  0.732  0.033
Cl  -8.541  -0.140  -2.153  -0.098
Cl  -6.055  -0.842  -0.813  0.008
Cl  -8.420  -2.497  -0.451  -0.087
C  -3.641  -2.359  -8.297  0.233
Cl  -1.965  -2.038  -7.783  0.019
Cl  -3.628  -3.294  -9.813  -0.118
Cl  -4.482  -3.289  -7.032  -0.087
Cl  -4.487  -0.813  -8.560  -0.024
C  -5.741  1.008  -12.067  0.295
Cl  -5.638  1.147  -13.841  -0.101
Cl  -7.429  1.247  -11.549  -0.095
Cl  -5.188  -0.609  -11.565  -0.032
Cl  -4.707  2.249  -11.314  -0.080
C  -1.541  6.546  6.612  0.284
Cl  -0.170  6.211  5.524  -0.009
Cl  -2.927  7.131  5.658  -0.107
Cl  -1.997  5.052  7.469  -0.074
Cl  -1.068  7.790  7.797  -0.085
C  7.159  4.913  -4.301  0.325
Cl  8.677  3.981  -4.237  -0.104
Cl  6.123  4.455  -2.926  -0.016
Cl  7.528  6.654  -4.212  -0.102
Cl  6.310  4.563  -5.828  -0.100
C  -3.941  -4.906  1.531  0.179
Cl  -5.027  -3.635  0.916  -0.012
Cl  -4.409  -5.333  3.196  -0.113
Cl  -4.064  -6.347  0.490  -0.017
Cl  -2.262  -4.309  1.521  -0.045
C  7.459  -1.427  0.624  0.274
Cl  7.537  -3.175  0.958  -0.153
Cl  7.356  -1.163  -1.135  -0.076
Cl  6.020  -0.734  1.414  -0.012
Cl  8.924  -0.635  1.258  -0.055
C  1.459  2.535  7.416  0.223
Cl  1.736  2.321  5.669  0.033
Cl  0.904  4.199  7.730  -0.051
Cl  0.218  1.381  7.967  -0.114
Cl  2.978  2.240  8.299  -0.113
C  8.359  -4.634  -3.390  0.270
Cl  6.691  -4.775  -3.999  -0.092
Cl  9.250  -6.135  -3.746  -0.104
Cl  9.168  -3.260  -4.186  -0.087
Cl  8.328  -4.366  -1.629  0.001
C  -3.641  1.904  -5.793  0.139
Cl  -3.538  2.043  -7.566  -0.063
Cl  -5.329  2.143  -5.275  -0.094
Cl  -3.088  0.287  -5.291  0.134
Cl  -2.607  3.145  -5.040  -0.092
C  -9.641  1.871  4.009  0.301
Cl  -10.118  2.860  5.412  -0.105
Cl  -10.350  2.561  2.528  -0.088
Cl  -7.865  1.859  3.867  -0.102
Cl  -10.230  0.204  4.229  -0.086
C  11.350  1.770  -1.385  0.305
Cl  10.749  1.708  0.292  -0.087
Cl  11.680  0.116  -1.959  -0.091
Cl  10.119  2.527  -2.428  -0.025
Cl  12.850  2.730  -1.443  -0.107
C  -4.850  -9.166  -2.549  0.348
Cl  -6.519  -9.307  -3.158  -0.093
Cl  -3.959  -10.667  -2.905  -0.091
Cl  -4.042  -7.792  -3.344  -0.072
Cl  -4.882  -8.898  -0.788  -0.092

Output
Total charge: 0
HOMO-LUMO gap: 7.709 eV
E_HOMO: -9.188 eV
Multiplicity: 1



Entry 2:
This record from the OMol25 dataset describes C33H22N2O4PPtS2 as an isolated structure in a non-equilibrium geometry. The level of theory is ωB97M-V/def2-TZVPD.

Each line ends with the Mulliken charge.
Positions of all 65 atoms, in Å:
Pt  -0.121  0.320  0.146  1.475
C  4.570  -5.107  -0.375  -0.494
C  4.444  -4.437  0.829  -0.615
C  3.606  -3.341  0.934  -0.262
C  2.885  -2.908  -0.170  -0.060
C  3.031  -3.569  -1.384  -0.241
C  3.869  -4.663  -1.485  -0.682
P  1.652  -1.543  -0.016  0.311
C  1.760  -0.877  -1.736  -0.190
C  0.883  -1.166  -2.779  0.254
C  1.012  -0.518  -3.995  -0.836
C  2.003  0.433  -4.183  -0.476
C  2.885  0.721  -3.156  -0.394
C  2.768  0.062  -1.948  -0.407
C  0.078  -2.466  -0.059  1.268
C  -0.117  -3.830  0.062  -0.647
C  -1.416  -4.320  0.084  -0.612
C  -2.485  -3.448  0.000  -0.544
C  -2.283  -2.073  -0.077  -0.784
C  -0.997  -1.554  -0.098  -0.854
H  5.208  -5.977  -0.448  0.373
H  5.001  -4.773  1.693  0.394
H  3.480  -2.820  1.869  0.434
H  2.482  -3.230  -2.250  0.320
H  3.975  -5.177  -2.430  0.404
H  0.095  -1.893  -2.633  0.399
H  0.326  -0.747  -4.800  0.394
H  2.078  0.956  -5.126  0.367
H  3.647  1.475  -3.294  0.380
H  3.440  0.296  -1.132  0.247
H  0.729  -4.497  0.169  0.386
H  -1.592  -5.384  0.190  0.362
H  -3.495  -3.839  0.012  0.347
H  -3.145  -1.419  -0.090  0.483
O  1.544  -1.795  2.660  -0.560
C  0.816  -0.897  3.061  0.052
N  0.210  0.039  2.303  -0.249
C  -0.608  0.852  3.032  0.322
O  -1.349  1.676  2.537  -0.682
C  -0.415  0.495  4.468  0.001
C  -0.879  1.061  5.635  -0.537
C  -0.433  0.520  6.837  -0.402
C  0.411  -0.580  6.857  -0.514
C  0.853  -1.172  5.677  -0.211
C  0.448  -0.608  4.486  0.232
H  -1.553  1.904  5.612  0.499
H  -0.740  0.968  7.772  0.383
H  0.740  -0.978  7.808  0.379
H  1.500  -2.037  5.688  0.471
O  -1.599  6.664  -1.009  -0.660
S  -0.861  5.948  0.000  1.166
O  -1.160  6.300  1.363  -0.644
N  -0.927  4.315  -0.263  -0.510
C  0.252  3.849  -0.507  0.637
S  0.646  2.270  -0.977  -0.484
C  1.370  4.812  -0.498  0.428
C  2.724  4.559  -0.664  -0.364
C  3.597  5.634  -0.634  -0.690
C  3.131  6.930  -0.451  -0.394
C  1.774  7.176  -0.264  -0.602
C  0.918  6.103  -0.279  -0.189
H  3.071  3.546  -0.809  0.432
H  4.659  5.467  -0.754  0.391
H  3.830  7.754  -0.445  0.377
H  1.399  8.175  -0.111  0.419

Output
Total charge: -1
HOMO-LUMO gap (alpha / beta): 6.021 / 6.087 eV
E_HOMO (alpha / beta): -4.469 / -4.489 eV
Multiplicity: 1



Entry 3:
This record from the OMol25 dataset describes C33H23Br2IN4O2Pt as an isolated structure. The level of theory is ωB97M-V/def2-TZVPD.

Each line ends with the Mulliken charge.
Positions of all 66 atoms, in Å:
Pt  0.057  0.983  1.196  0.915
I  -1.981  -2.477  0.804  0.115
C  0.024  -2.635  0.226  -0.484
C  0.294  -3.498  -0.813  -0.499
C  1.572  -3.554  -1.383  -0.903
C  2.557  -2.705  -0.949  -0.778
C  2.310  -1.812  0.107  1.071
C  3.318  -0.858  0.486  -0.579
C  3.105  0.074  1.437  -1.352
C  1.885  0.033  2.187  -0.252
C  0.898  -0.906  1.869  -0.084
C  1.049  -1.817  0.748  0.937
H  -0.493  -4.127  -1.206  0.475
H  1.763  -4.251  -2.188  0.464
H  3.532  -2.708  -1.418  0.493
H  4.269  -0.899  -0.031  0.508
H  3.867  0.791  1.708  0.510
H  1.851  0.506  3.162  0.652
C  -4.680  2.022  -1.255  -1.552
C  -3.544  2.595  -0.461  0.638
C  -3.530  3.929  -0.051  -0.330
C  -2.473  4.428  0.685  -0.655
C  -1.432  3.574  1.005  0.398
Br  0.020  4.189  2.021  -0.062
N  -1.424  2.298  0.617  -0.295
C  -2.461  1.820  -0.100  -0.041
H  -5.624  2.159  -0.727  0.378
H  -4.543  0.957  -1.436  0.369
H  -4.768  2.525  -2.218  0.367
H  -4.355  4.582  -0.308  0.480
H  -2.445  5.456  1.014  0.486
H  -2.406  0.772  -0.367  0.198
Br  -3.449  1.274  4.369  -0.128
C  -2.677  -0.277  5.114  0.143
C  -3.315  -0.787  6.232  -0.569
C  -2.851  -1.943  6.840  -0.512
C  -1.746  -2.617  6.333  -0.802
C  -1.108  -2.122  5.218  -0.448
C  -1.551  -0.943  4.594  -0.150
C  -0.813  -0.475  3.438  1.314
O  0.055  -1.334  2.919  -0.120
O  -0.951  0.651  2.922  -0.532
H  -4.182  -0.274  6.624  0.453
H  -3.362  -2.321  7.716  0.417
H  -1.388  -3.519  6.807  0.435
H  -0.247  -2.639  4.822  0.474
N  2.962  -2.167  -8.442  -0.416
C  2.752  -1.621  -7.454  -0.106
C  2.495  -0.946  -6.211  0.489
C  1.188  -0.843  -5.739  -0.822
C  0.938  -0.196  -4.542  -0.147
C  2.002  0.324  -3.822  0.485
C  3.307  0.231  -4.280  -0.520
C  3.553  -0.401  -5.486  -0.890
N  1.751  0.967  -2.564  0.334
C  2.295  2.151  -2.117  -0.559
C  1.817  2.347  -0.862  -0.588
N  0.990  1.288  -0.549  -0.369
C  0.971  0.476  -1.593  -0.290
H  0.375  -1.255  -6.320  0.485
H  -0.077  -0.079  -4.185  0.564
H  4.124  0.639  -3.700  0.518
H  4.562  -0.483  -5.865  0.467
H  2.944  2.747  -2.733  0.578
H  1.993  3.156  -0.176  0.565
H  0.433  -0.455  -1.667  0.656

Output
Total charge: +2
HOMO-LUMO gap: 8.052 eV
E_HOMO: -14.168 eV
Multiplicity: 1



Molecular weight in g/mol, matching the order above: 2669.80; 800.74; 989.36